Entry 1:
# C11H19N3O2S

An isolated molecule of C11H19N3O2S (ωB97M-V/def2-TZVPD, OMol25).

Geometry as XYZ:
```
36
Properties=species:S:1:pos:R:3:nbo_charge:R:1
S 2.3354 0.7275 0.6085 0.375
O -1.6396 -1.1397 0.6201 -0.505
O -0.3475 0.7142 0.7910 -0.628
N 4.0330 -1.1522 0.2363 -0.276
N 2.8483 -1.7546 0.2031 -0.312
N 0.5558 -1.3342 0.3906 -0.628
C 3.9860 0.1124 0.4321 0.058
C 6.4671 0.3374 0.1259 -0.386
C 6.5133 0.0387 -1.3666 -0.610
C -0.4840 -0.4678 0.6152 0.899
C -6.2843 -0.6581 -0.5945 -0.610
C -3.3142 0.2556 -0.4827 -0.429
C -2.8244 -0.3624 0.8236 -0.073
C -4.5265 1.1651 -0.2833 -0.392
C 1.8648 -0.9388 0.3792 0.205
C -5.7672 0.4738 0.2857 -0.396
C 5.1593 1.0145 0.5372 -0.453
H -6.5521 1.2267 0.3878 0.205
H -3.5464 -0.5406 -1.1913 0.204
H -5.5777 -1.4830 -0.6308 0.198
H -2.4996 0.8508 -0.9015 0.222
H -4.7825 1.6025 -1.2507 0.206
H 0.3662 -2.3179 0.2609 0.434
H 4.9804 1.8977 -0.0820 0.218
H 5.2301 1.3565 1.5747 0.227
H -5.5539 0.0920 1.2855 0.191
H -2.6141 0.4235 1.5561 0.201
H 7.2960 0.9963 0.3932 0.201
H -6.4540 -0.3035 -1.6088 0.203
H 7.4643 -0.4168 -1.6307 0.210
H 6.3972 0.9526 -1.9458 0.194
H -4.2443 1.9823 0.3842 0.205
H -3.5481 -1.0696 1.2303 0.193
H 5.7165 -0.6495 -1.6327 0.222
H 6.5719 -0.5931 0.6835 0.217
H -7.2252 -1.0382 -0.2034 0.213
```

Properties
HOMO-LUMO gap in eV: 9.7
Energy above the lowest of the compared OMol25 structures with the same formula, charge and spin in eV: 0.049
Molecular weight in u: 257.4
Total charge: 0

---

Entry 2:
# C6H12ClI2NOPV

A structure of composition C6H12ClI2NOPV (ωB97M-V/def2-TZVPD, OMol25).

Geometry as XYZ:
```
25
Properties=species:S:1:pos:R:3:nbo_charge:R:1
I -1.5572 -2.0846 0.6683 0.464
I -1.5645 2.0796 0.6778 0.466
V 1.1711 -0.0071 0.6605 1.110
Cl 3.2830 0.0106 0.5436 -0.203
P 0.2367 0.0008 -1.6861 0.971
O -3.1335 -0.0026 0.8092 -0.549
N 0.2494 0.0124 2.5918 -0.598
C 0.1410 -0.0030 3.7194 0.620
C 1.0693 -1.4385 -2.3939 -0.968
C 1.0472 1.4494 -2.3987 -0.968
C -1.3717 -0.0100 -2.4772 -0.978
C -1.8991 -0.0024 0.5429 -0.016
C 0.0434 -0.0044 5.1967 -0.723
H -0.8644 -0.4944 5.4573 0.293
H 2.0537 -1.5580 -1.8752 0.262
H 0.4748 -2.3312 -2.2509 0.272
H 2.0356 1.5751 -1.8866 0.262
H -1.9516 0.8864 -2.1413 0.270
H 0.8567 -0.5063 5.6452 0.298
H 0.4441 2.3370 -2.2408 0.272
H -0.0041 0.9994 5.5391 0.295
H 1.2587 -1.2561 -3.4839 0.286
H -1.3147 -0.0076 -3.5843 0.305
H -1.9295 -0.9221 -2.1437 0.269
H 1.2256 1.2776 -3.4891 0.286
```

Properties
HOMO-LUMO gap (alpha / beta) in eV: 6.5 / 7.3
<S²>: 2.080
Energy above the lowest of the compared OMol25 structures with the same formula, charge and spin in eV: 2.276
Molecular weight in u: 485.3
Multiplicity: 3
Total charge: +2

---

Entry 3:
# C28H50Cl16O9

A cluster of 11 separate species, C28H50Cl16O9 in total (ωB97M-V/def2-TZVPD, OMol25).

Geometry as XYZ:
```
103
Properties=species:S:1:pos:R:3:lowdin_charge:R:1
Cl -3.7682 1.9630 2.3382 0.546
Cl 5.4760 -0.8777 -2.7856 0.573
Cl -0.4240 -4.2209 5.5053 0.552
Cl 1.0806 -1.6802 4.0055 0.475
Cl 1.2073 -6.0366 -3.0396 0.551
Cl 2.7411 4.0745 -2.7755 0.544
Cl -3.6112 -1.5569 5.9665 0.524
Cl 5.2899 1.9648 4.6451 0.481
Cl -4.0626 -0.8522 -4.2643 0.592
Cl -2.2995 -2.8377 -2.0948 0.588
Cl -2.3942 -2.8741 2.0260 0.577
Cl 4.5465 -0.1623 -5.9340 0.579
Cl 3.4200 1.8239 1.7553 0.491
Cl 1.2009 1.2893 -4.1144 0.525
Cl -1.1007 1.8815 4.4838 0.541
Cl -0.6880 -4.7563 -5.5270 0.531
O -9.1017 -1.4534 -0.3599 0.098
O 1.1841 5.6839 -0.2873 0.053
O -7.5872 -0.6165 -1.7286 0.111
O 1.7446 -1.0668 -0.8621 0.054
O 1.0986 -3.1788 -0.5888 0.046
O 2.2381 -2.6742 -2.4499 0.069
O -6.9905 -0.7812 0.3526 0.084
O -0.0591 3.7861 -0.3158 0.113
O 0.9562 4.4751 1.5349 0.052
C -3.4026 -2.6079 4.5110 -0.663
C 1.8585 -3.2402 4.3583 -0.707
C 1.8096 -5.1704 -4.4780 -0.657
C 3.0534 1.0773 3.3469 -0.688
C -1.6485 -1.6029 -3.2296 -0.638
C 2.5355 1.3487 -2.8728 -0.650
C -6.2414 -0.3808 -1.7674 -0.169
C -2.6029 -0.4193 -3.3262 -0.636
C 0.9460 -4.4088 4.3702 -0.676
C 0.4283 -2.4456 0.4555 -0.136
C 2.0499 6.3296 0.6100 -0.342
C 3.4930 1.9474 4.6154 -0.623
C 3.4481 2.4461 -3.2056 -0.643
C 4.0973 -1.6144 -5.0612 -0.687
C -1.6638 3.2681 3.5103 -0.652
C 0.8138 -4.0390 -4.8615 -0.660
C -2.1477 2.7958 2.1339 -0.599
C 5.1879 -2.0097 -4.0935 -0.688
C 1.7513 -2.3209 -1.3708 -0.527
C -7.9463 -1.0431 -0.5667 -0.557
C 1.8432 7.7984 0.4996 -0.031
C -4.6088 -0.6800 0.2060 -0.060
C -5.9270 -0.0654 -0.3384 -0.270
C -0.1637 0.0429 0.1788 0.008
C 0.9764 -0.9889 0.3280 -0.299
C 0.5969 4.6197 0.2817 -0.595
C -2.5724 -1.8176 3.5329 -0.606
C 1.5949 5.7328 1.9536 -0.050
H 3.6527 2.3796 -4.2742 0.050
H 3.0151 2.9234 4.5319 0.053
H 2.5104 5.5819 2.5255 0.130
H 1.6131 -0.8875 1.2069 0.109
H 0.5500 -2.8235 1.4706 0.072
H -5.6546 -1.2214 -2.1376 0.094
H -2.8379 -3.4863 4.8237 0.000
H -0.8897 4.0001 3.2798 0.057
H -0.6525 -2.4289 0.3153 0.016
H 3.8527 -2.4273 -5.7449 0.073
H 0.9456 6.4077 2.5114 0.129
H -6.0419 0.9742 -0.0315 0.149
H 3.5277 0.0959 3.3414 0.027
H -1.5810 -1.5557 3.9025 0.002
H 1.6728 -5.1574 4.6858 0.062
H -2.1501 0.4467 -3.8090 0.065
H -2.5200 3.6974 4.0304 0.059
H -4.7806 -0.9413 1.2502 0.062
H -4.3849 -2.9352 4.1704 0.072
H 2.4570 8.3127 1.2391 0.091
H 2.6935 -3.1947 3.6593 0.009
H -0.6728 -1.3262 -2.8302 0.046
H 3.1848 1.4715 5.5463 0.054
H 0.6274 -4.6361 3.3529 0.061
H -2.8431 -0.0148 -2.3430 0.055
H 1.9256 8.1705 -0.5217 0.095
H 2.7637 -4.6909 -4.2594 0.050
H 3.1625 -1.3605 -4.5614 0.036
H 2.0661 1.4202 -1.8917 0.056
H -2.3502 3.7041 1.5664 0.067
H -1.4384 2.1703 1.5919 0.044
H 3.0468 0.3894 -2.7937 0.021
H 6.1244 -2.1178 -4.6406 0.062
H 0.8751 8.1339 0.8714 0.087
H -0.7947 -0.1668 -0.6848 0.072
H -4.4406 -1.6240 -0.3123 0.050
H 4.3651 2.3062 -2.6332 0.074
H 5.0614 -3.0049 -3.6671 0.069
H -0.7975 0.0118 1.0651 0.077
H 0.3942 0.9671 0.0279 0.070
H 2.2826 -3.1125 5.3543 0.038
H -3.0590 -0.9094 3.1772 0.028
H 1.9812 -5.7609 -5.3780 0.067
H 0.4256 -3.5255 -3.9818 0.015
H -3.6734 -0.1288 0.1094 0.056
H -5.9261 0.4756 -2.3633 0.128
H -1.3513 -1.9263 -4.2271 0.063
H 1.9987 0.8378 3.4828 0.003
H 1.3738 -3.3640 -5.5087 0.070
H 3.0352 5.9822 0.2994 0.159
```

Properties
HOMO-LUMO gap (alpha / beta) in eV: 1.5 / 10.1
<S²>: 0.750
Molecular weight in u: 1097.9
Multiplicity: 2
Total charge: -1

---

Entry 4:
# C25H40Br2ClFIN5O10PS

A structure of composition C25H40Br2ClFIN5O10PS (ωB97M-V/def2-TZVPD, OMol25).

Geometry as XYZ:
```
87
Properties=species:S:1:pos:R:3:lowdin_charge:R:1
I -7.8649 -0.7629 1.0289 0.816
Br -0.7428 1.8765 5.0280 0.769
Br -3.3734 0.9807 3.7422 0.851
Cl -3.5737 -3.4124 0.0222 0.914
S 0.6784 -1.3759 0.1933 0.707
P -2.1656 1.0055 -1.8151 0.888
F 0.6632 -1.4514 -1.3670 -0.123
O 5.2063 0.1455 3.0006 0.114
O 0.1954 -2.6361 0.6406 -0.219
O 3.6702 1.6892 -1.3598 -0.156
O 0.9029 1.3477 -0.9018 -0.151
O 3.7776 -1.2617 -5.8332 0.073
O 4.2156 -2.5667 -4.1733 0.069
O 3.4553 -0.4697 4.3036 -0.045
O -1.0831 1.2062 -2.9717 -0.209
O 1.9769 -0.9445 0.5729 -0.212
O -2.1558 2.3800 -0.9374 -0.227
N -2.6167 -2.2760 -0.7809 -0.285
N -2.8278 -0.7046 0.9761 0.007
N 3.7027 -1.5858 -4.6677 -0.453
N -1.2577 -3.7099 -1.9923 0.147
N -1.4501 -0.2014 -0.7637 -0.105
C 2.9124 -0.7173 -3.7545 0.049
C -1.5978 -0.1595 1.7354 -0.245
C 1.1491 -0.5873 3.4718 -0.205
C 2.9454 2.7431 -0.7895 -0.208
C -6.3946 0.3179 -0.0663 -0.646
C -5.0812 -0.4782 -0.2191 -0.323
C 5.0926 1.9203 -1.2303 -0.235
C -1.1076 3.5043 2.8194 -0.148
C 4.1120 0.3567 3.4459 -0.337
C 2.4875 -1.3186 3.6404 -0.151
C -0.5988 -0.0143 0.4417 -0.240
C -1.9164 -2.4676 -4.4072 -0.020
C -1.0649 -3.5534 -4.3568 -0.028
C -4.1752 -0.0804 0.9517 -0.216
C -2.4550 -2.0116 -3.2115 -0.011
C 5.7857 0.5912 -0.9992 -0.044
C -0.0055 -1.5902 3.4768 -0.145
C -0.7488 -4.1424 -3.1400 -0.082
C 0.2266 1.2643 0.3338 -0.206
C -2.0710 -2.6937 -2.0791 -0.352
C -2.3609 -1.1315 -0.2280 -0.424
C -0.8084 2.0167 3.0944 -0.751
C -1.9569 1.1868 2.4208 -0.590
C 1.4625 2.6423 -1.1130 -0.155
C -1.3322 -1.3447 2.7067 -0.125
H 6.8303 0.6662 -1.3002 0.085
H -2.4091 1.8542 1.6902 0.066
H 0.1797 1.8102 2.7122 0.051
H -4.1455 1.0105 0.9715 0.098
H 5.7486 0.3366 0.0597 0.071
H -4.6635 -0.1850 -1.1839 0.070
H 2.1139 -1.3285 -3.3460 0.079
H -2.1593 -1.3514 3.4138 0.082
H 1.2354 -0.0007 2.5600 0.059
H 2.5183 0.1134 -4.3284 0.096
H -2.1777 -2.0004 -5.3460 0.124
H 0.3995 -2.5444 3.1353 0.106
H -0.2900 4.1144 3.1973 0.082
H -1.2947 3.6811 1.7584 0.070
H 1.1132 0.1092 4.3067 0.057
H 3.5653 -0.3701 -2.9606 0.074
H 0.9637 3.4060 -0.5042 0.134
H -1.5013 3.0305 -1.2288 0.074
H -6.8047 0.5322 -1.0487 0.047
H -2.0006 3.7829 3.3811 0.073
H -0.0800 -4.9924 -3.1126 0.125
H -3.1438 -1.1798 -3.1707 0.089
H 2.9097 -1.6079 2.6782 0.116
H -4.7138 -0.3910 1.8449 0.071
H -0.2101 1.5336 -2.7043 0.048
H -0.2571 -1.7716 4.5243 0.125
H 5.2482 2.5973 -0.3865 0.116
H -0.3916 2.1425 0.5118 0.095
H 2.3839 -2.1966 4.2749 0.137
H 3.5653 1.2869 3.2007 0.144
H -5.3580 -1.5255 -0.1671 0.034
H -6.2462 1.2634 0.4504 0.045
H 1.3223 2.9124 -2.1663 0.134
H -1.5069 -2.2418 2.1180 0.091
H -0.6298 -3.9485 -5.2650 0.119
H 0.9841 1.2579 1.1217 0.114
H 5.2918 -0.2007 -1.5593 0.065
H 5.4273 2.4209 -2.1427 0.123
H 3.0637 2.7400 0.3044 0.132
H 3.2884 3.7088 -1.1830 0.141
```

Properties
HOMO-LUMO gap in eV: 8.0
Molecular weight in u: 974.8
Total charge: +1

---

Entry 5:
# C3H6S2

A cluster of 2 separate species, C3H6S2 in total (ωB97M-V/def2-TZVPD, OMol25).

Geometry as XYZ:
```
11
Properties=species:S:1:pos:R:3:nbo_charge:R:1
S -1.7610 -0.6927 0.6313 0.169
S -2.5469 0.9349 -0.3331 -0.118
C 0.4794 -1.7353 -0.5517 -0.439
C 0.9529 1.0455 0.3405 -0.542
C -0.1246 -0.7928 0.1134 -0.197
H 0.3304 1.8120 0.1493 0.183
H 1.4796 0.8933 1.3125 0.212
H 1.6313 -1.7567 -0.6232 0.213
H 0.0309 -2.6120 -1.0211 0.215
H -2.0618 1.8857 0.4485 0.117
H 1.5897 1.0181 -0.4664 0.186
```

Properties
HOMO-LUMO gap in eV: 9.1
Energy above the lowest of the compared OMol25 structures with the same formula, charge and spin in eV: 3.270
Molecular weight in u: 106.2
Total charge: 0

---

Entry 6:
# C4H4F2S2

A structure of composition C4H4F2S2 (ωB97M-V/def2-TZVPD, OMol25).

Geometry as XYZ:
```
12
Properties=species:S:1:pos:R:3:nbo_charge:R:1
S 2.7772 -0.5349 -0.6293 0.148
S 0.8050 2.0650 -0.5991 0.251
F 0.6562 -0.6344 1.3124 -0.344
F -1.5101 -0.5041 -1.5129 -0.385
C -0.6705 -1.0899 -0.4340 0.020
C -0.4329 1.2930 0.6593 -0.493
C 0.1720 -0.0200 0.2119 0.184
C 1.4501 0.3333 -0.5446 -0.284
H -1.4531 -1.6422 0.3392 0.194
H -1.5249 1.1079 0.3161 0.252
H -0.0894 -1.9806 -0.7416 0.214
H -0.1796 1.6066 1.6225 0.243
```

Properties
HOMO-LUMO gap in eV: 8.5
Energy above the lowest of the compared OMol25 structures with the same formula, charge and spin in eV: 1.852
Molecular weight in u: 154.2
Total charge: 0